Entry w
C6H8ClNO | the ωB97M-V functional and the def2-TZVPD basis

```
17
Properties=species:S:1:pos:R:3
O -2.798 0.502 -0.575
C -1.665 1.001 0.078
C -0.556 -0.057 0.068
Cl -1.279 -1.595 0.699
C 0.595 0.324 1.006
C 1.792 -0.535 0.746
C 1.974 -1.083 -0.455
C 0.987 -0.818 -1.487
N -0.162 -0.323 -1.277
H -3.428 1.217 -0.708
H -1.269 1.891 -0.433
H -1.895 1.264 1.123
H 0.270 0.227 2.042
H 0.865 1.373 0.835
H 2.506 -0.652 1.549
H 2.829 -1.694 -0.695
H 1.233 -1.040 -2.518
```

Summary:
Multiplicity: 1
SMILES: OC[C@]1(Cl)CC=CC=N1
Charge: 0
LUMO level: 0.33 eV
HOMO-LUMO gap: 9.895 eV

Entry x
C6H8ClNO | the ωB97M-V functional and the def2-TZVPD basis

```
17
Properties=species:S:1:pos:R:3
H 1.188 0.067 2.261
N 1.166 0.981 1.818
C 0.559 0.855 0.718
C 0.732 1.757 -0.437
Cl -0.450 3.047 -0.679
C 0.388 0.536 -1.377
O 0.794 0.109 -2.413
C -0.150 -0.331 -0.136
C -1.741 -0.404 -0.070
C 0.436 -1.637 0.207
H 1.704 2.343 -0.417
H -2.005 -1.058 -0.882
H -2.252 0.543 -0.252
H -2.111 -0.732 0.898
H -0.220 -2.496 -0.124
H 0.626 -1.815 1.256
H 1.336 -1.765 -0.371
```

Summary:
Multiplicity: 1
SMILES: [H]/N=C1/[C@H](Cl)C(=O)C1(C)C
Charge: 0
LUMO level: -0.29 eV
HOMO-LUMO gap: 9.325 eV

Most stable structure: entry w

Entry w
C10H11NO | the ωB97M-V functional and the def2-TZVPD basis

```
23
Properties=species:S:1:pos:R:3
C 1.408 -0.914 1.971
C 0.745 0.188 1.143
C 1.873 1.171 0.507
C -0.174 1.203 1.702
N -1.261 1.313 1.042
C -1.188 0.461 -0.042
C -2.127 0.349 -1.091
O -3.309 1.029 -1.121
C -1.784 -0.589 -2.077
C -0.612 -1.312 -2.099
C 0.364 -1.190 -1.056
C 0.092 -0.348 -0.049
H 2.077 -0.461 2.588
H 1.843 -1.713 1.244
H 0.744 -1.668 2.616
H 2.641 0.580 0.160
H 2.410 1.937 1.179
H 1.278 1.650 -0.336
H 0.033 1.716 2.615
H -3.564 1.060 -2.036
H -2.393 -0.820 -2.871
H -0.488 -2.053 -2.848
H 1.392 -1.589 -1.140
```

Summary:
Multiplicity: 1
SMILES: CC1(C)C=Nc2c(O)cccc21
Charge: 0
LUMO level: 0.72 eV
HOMO-LUMO gap: 8.927 eV

Entry x
C10H11NO | the ωB97M-V functional and the def2-TZVPD basis

```
23
Properties=species:S:1:pos:R:3
C -1.715 1.850 -1.070
C -0.505 1.453 -0.344
C 0.328 2.401 0.021
C 1.377 2.090 0.909
C 1.674 0.729 1.224
C 1.024 -0.274 0.571
C -0.160 0.098 -0.146
C -1.084 -1.158 -0.257
C -0.336 -2.527 -0.531
N 0.839 -2.529 0.276
C 1.582 -1.540 0.883
O 2.496 -1.540 1.656
H -1.889 2.960 -0.874
H -2.821 1.440 -0.921
H -1.536 1.584 -2.225
H 0.251 3.383 -0.550
H 1.574 3.129 1.458
H 2.375 0.537 2.082
H -1.834 -1.190 -1.116
H -1.777 -1.420 0.514
H -0.995 -3.395 -0.487
H 0.133 -2.449 -1.570
H 0.997 -3.633 0.496
```

Summary:
Multiplicity: 1
SMILES: Cc1cccc2c1CCNC2=O
Charge: 0
LUMO level: 0.49 eV
HOMO-LUMO gap: 9.215 eV

Most stable structure: entry w

Entry w
C6H9N4 | the ωB97M-V functional and the def2-TZVPD basis

```
19
Properties=species:S:1:pos:R:3
N -2.258 0.992 -1.097
C -1.613 -0.079 -0.893
C -0.490 -0.374 -1.898
N 0.730 -0.897 -1.181
C 0.892 -0.490 0.066
C 2.055 -0.720 0.823
N 2.246 -0.170 1.919
C 1.214 0.405 2.503
C 0.012 0.597 1.951
N -0.044 0.270 0.599
H -1.862 1.647 -1.752
H -2.960 1.217 -0.337
H -1.916 -0.734 -0.094
H -0.754 -1.150 -2.651
H -0.143 0.482 -2.554
H 1.289 -1.625 -1.701
H 2.990 -1.182 0.356
H 1.486 0.868 3.425
H -0.875 0.943 2.515
```

Summary:
Multiplicity: 1
SMILES: [NH2+]=CCNc1cnccn1
Charge: +1
LUMO level: -3.77 eV
HOMO-LUMO gap: 8.751 eV

Entry x
C6H9N4 | the ωB97M-V functional and the def2-TZVPD basis

```
19
Properties=species:S:1:pos:R:3
C -2.319 0.722 -0.891
C -1.395 0.275 0.087
N -0.658 1.187 0.630
C 0.516 1.427 1.147
C 1.706 1.209 0.402
C 1.970 0.281 -0.534
N 1.263 -0.858 -0.710
N 0.852 -1.746 0.316
C -0.416 -1.854 0.806
N -1.402 -1.063 0.654
H -3.464 0.492 -0.569
H -2.241 0.144 -1.824
H -2.416 1.856 -1.008
H 0.664 2.073 1.980
H 2.634 1.898 0.577
H 2.772 0.491 -1.087
H 1.416 -1.244 -1.633
H 1.309 -2.643 0.213
H -0.790 -2.648 1.442
```

Summary:
Multiplicity: 1
SMILES: Cc1nccc[nH+][nH]cn1
Charge: +1
LUMO level: -4.78 eV
HOMO-LUMO gap: 8.616 eV

Most stable structure: entry w

Entry w
C9H21ClN3O3 | the ωB97M-V functional and the def2-TZVPD basis

```
37
Properties=species:S:1:pos:R:3
Cl -23.013 5.664 22.190
C -25.120 7.009 20.169
C -25.907 7.195 21.444
O -27.051 7.634 21.461
N -25.292 6.729 22.536
C -25.656 7.119 23.880
H -24.981 5.950 19.950
H -24.116 7.431 20.204
H -25.589 7.356 19.248
H -24.418 6.231 22.439
H -24.812 6.914 24.539
H -26.449 6.444 24.201
H -25.887 8.159 24.112
C -22.263 8.557 19.624
C -22.588 8.969 21.000
O -22.794 10.148 21.206
N -22.723 8.090 21.952
C -23.069 8.399 23.319
H -21.391 9.030 19.173
H -23.068 8.786 18.926
H -22.064 7.497 19.463
H -22.768 7.093 21.798
H -22.408 7.775 23.920
H -23.948 8.134 23.907
H -22.880 9.459 23.491
C -20.361 4.910 22.800
C -21.086 3.749 23.484
O -20.360 2.987 24.149
N -22.412 3.701 23.404
C -23.160 2.630 24.100
H -19.286 4.822 22.958
H -20.815 5.728 23.359
H -20.551 4.945 21.727
H -22.769 4.466 22.849
H -24.224 2.863 24.051
H -22.857 2.423 25.126
H -23.080 1.704 23.531
```

Summary:
Multiplicity: 1
Charge: -1
LUMO level: 3.18 eV
HOMO-LUMO gap: 8.777 eV

Entry x
C9H21ClN3O3 | the ωB97M-V functional and the def2-TZVPD basis

```
37
Properties=species:S:1:pos:R:3
Cl -2.321 3.761 1.062
C -2.357 -1.126 -5.363
C -3.433 -0.566 -6.224
O -4.149 0.380 -5.797
N -3.598 -1.085 -7.437
C -2.740 -2.094 -8.088
H -1.374 -0.970 -5.807
H -2.530 -2.199 -5.276
H -2.371 -0.774 -4.332
H -4.413 -0.875 -7.996
H -3.145 -3.076 -7.844
H -1.733 -1.999 -7.681
H -2.748 -1.949 -9.168
C 3.732 4.087 3.689
C 4.506 3.613 2.487
O 5.746 3.598 2.446
N 3.864 3.283 1.383
C 4.460 2.501 0.329
H 2.715 3.702 3.612
H 3.658 5.174 3.640
H 4.153 3.641 4.590
H 2.869 3.432 1.294
H 5.274 3.033 -0.163
H 3.725 2.310 -0.453
H 4.723 1.552 0.796
C -1.985 -2.071 6.368
C -1.346 -2.736 5.172
O -1.138 -3.959 5.165
N -0.837 -1.942 4.211
C -0.042 -2.397 3.062
H -1.589 -2.389 7.332
H -3.039 -2.343 6.416
H -1.839 -0.994 6.277
H -1.213 -1.005 4.189
H -0.620 -2.652 2.173
H 0.558 -3.289 3.241
H 0.575 -1.575 2.697
```

Summary:
Multiplicity: 1
Charge: -1
LUMO level: 2.06 eV
HOMO-LUMO gap: 5.788 eV

Most stable structure: entry x

Entry w
C6H14Si | the ωB97M-V functional and the def2-TZVPD basis

```
21
Properties=species:S:1:pos:R:3
C -1.630 0.649 -2.383
C -0.448 0.096 -2.129
C -0.124 -0.942 -1.030
Si 0.324 -0.181 0.575
C 0.596 -1.331 1.984
C 1.990 0.716 0.438
C -1.121 0.924 1.095
H -1.857 1.053 -3.357
H -2.442 0.292 -1.762
H 0.380 0.425 -2.745
H 0.677 -1.598 -1.355
H -1.013 -1.607 -0.705
H 0.937 -0.865 2.868
H -0.294 -2.000 2.206
H 1.469 -1.875 1.761
H 2.680 0.830 1.266
H 1.774 1.758 0.092
H 2.409 0.006 -0.309
H -2.019 0.440 1.435
H -1.411 1.541 0.214
H -0.875 1.669 1.842
```

Summary:
Multiplicity: 1
SMILES: C=CC[Si](C)(C)C
Charge: 0
LUMO level: 1.01 eV
HOMO-LUMO gap: 10.302 eV

Entry x
C6H14Si | the ωB97M-V functional and the def2-TZVPD basis

```
21
Properties=species:S:1:pos:R:3
C -1.111 -0.416 -0.007
C -0.269 0.563 0.030
C -0.759 -1.850 -0.329
C -2.621 -0.146 0.225
C -0.645 1.996 0.303
C 2.161 0.442 -0.897
Si 3.032 -0.431 0.501
H -1.694 -2.507 -0.269
H -0.151 -2.354 0.459
H -0.296 -1.837 -1.240
H -3.233 -1.005 0.353
H -2.697 0.342 1.133
H -3.123 0.501 -0.514
H -1.726 1.944 0.497
H -0.568 2.523 -0.620
H -0.073 2.476 1.081
H 1.755 -0.099 -1.723
H 2.362 1.487 -1.041
H 1.979 -1.206 1.230
H 3.663 0.554 1.336
H 4.013 -0.975 -0.510
```

Summary:
Multiplicity: 1
Charge: 0
LUMO level (spin up / spin down): 0.41 / 0.35 eV
HOMO-LUMO gap (spin up / spin down): 8.582 / 8.449 eV

Most stable structure: entry w

Entry w
C3H8ClN2 | the ωB97M-V functional and the def2-TZVPD basis

```
14
Properties=species:S:1:pos:R:3
C -1.716 0.957 1.038
C -0.828 0.439 -0.095
N 0.478 0.253 0.406
C 1.703 -0.648 -0.542
N 1.456 -1.791 -1.107
Cl 3.246 -0.082 -0.305
H -1.602 1.952 1.307
H -2.690 1.038 0.664
H -1.698 0.414 2.029
H -1.163 -0.440 -0.592
H -1.046 1.335 -0.795
H 1.012 0.880 0.982
H 0.548 -2.136 -1.516
H 2.301 -2.171 -1.474
```

Summary:
Multiplicity: 1
SMILES: CCNC(=[NH2+])Cl
Charge: +1
LUMO level: -5.19 eV
HOMO-LUMO gap: 8.740 eV

Entry x
C3H8ClN2 | the ωB97M-V functional and the def2-TZVPD basis

```
14
Properties=species:S:1:pos:R:3
C -2.188 -0.651 -0.123
C 1.319 0.979 0.455
C -0.295 -0.730 -0.347
N -2.711 -1.764 -0.237
N 0.184 0.630 -0.442
Cl -2.578 1.012 0.178
H 2.112 1.566 -0.099
H 0.767 1.459 1.202
H 1.784 0.092 0.905
H 0.006 -1.553 -1.075
H 0.024 -1.027 0.702
H -3.759 -1.864 -0.144
H -0.642 1.137 -0.289
H 0.503 1.013 -1.292
```

Summary:
Multiplicity: 1
Charge: +1
LUMO level: -3.27 eV
HOMO-LUMO gap: 11.375 eV

Most stable structure: entry x